# 1
{"formula": "C32H63Cl40N5Si", "method": "ωB97M-V/def2-TZVPD", "homo_energy_ev": -8.5, "orbital_gap_ha": 0.316, "charge": 0, "symbols": ["C", "Si", "C", "C", "C", "C", "N", "C", "C", "N", "C", "C", "C", "C", "N", "C", "N", "N", "H", "H", "H", "H", "H", "H", "H", "H", "H", "H", "H", "H", "H", "H", "H", "H", "H", "H", "H", "H", "H", "H", "H", "C", "Cl", "Cl", "H", "H", "C", "Cl", "Cl", "H", "H", "C", "Cl", "Cl", "H", "H", "C", "Cl", "Cl", "H", "H", "C", "Cl", "Cl", "H", "H", "C", "Cl", "Cl", "H", "H", "C", "Cl", "Cl", "H", "H", "C", "Cl", "Cl", "H", "H", "C", "Cl", "Cl", "H", "H", "C", "Cl", "Cl", "H", "H", "C", "Cl", "Cl", "H", "H", "C", "Cl", "Cl", "H", "H", "C", "Cl", "Cl", "H", "H", "C", "Cl", "Cl", "H", "H", "C", "Cl", "Cl", "H", "H", "C", "Cl", "Cl", "H", "H", "C", "Cl", "Cl", "H", "H", "C", "Cl", "Cl", "H", "H", "C", "Cl", "Cl", "H", "H", "C", "Cl", "Cl", "H", "H"], "coordinates": [[-3.0764, -2.9112, 5.9350], [-3.1822, -2.6092, 4.0462], [-4.7478, -1.5384, 3.8161], [-1.5908, -1.6685, 3.6031], [-3.3914, -4.2835, 3.1302], [-2.5746, -5.3335, 3.8124], [-1.9583, -6.2227, 4.1243], [-3.1634, -4.2681, 1.5712], [-3.2509, -2.9008, 0.9616], [-3.2441, -1.8804, 0.5002], [-1.8933, -5.0387, 1.0900], [-0.5401, -4.3646, 1.4507], [0.4967, -4.7198, 0.3415], [1.9228, -5.1506, 0.8279], [2.3970, -4.5859, 2.0979], [2.5985, -3.2057, 2.0910], [3.0289, -2.6660, 3.1620], [2.3718, -2.4093, 0.9055], [-2.2598, -2.2920, 6.3436], [-4.0024, -2.6166, 6.4546], [-2.8649, -3.9596, 6.1934], [-5.3512, -1.9701, 2.9963], [-5.3265, -1.5198, 4.7485], [-4.4772, -0.5151, 3.5244], [-1.4400, -0.9353, 4.4148], [-0.7024, -2.3126, 3.5429], [-1.7760, -1.1011, 2.6780], [-4.4407, -4.5855, 3.2965], [-4.0087, -4.8266, 1.1339], [-1.9462, -6.0998, 1.3697], [-1.9650, -5.0283, -0.0139], [-0.2425, -4.6572, 2.4668], [-0.6854, -3.2722, 1.4222], [0.6133, -3.9023, -0.3798], [0.0711, -5.5725, -0.2213], [2.0512, -6.2449, 0.8431], [2.6259, -4.7968, 0.0574], [1.8666, -4.8945, 2.9010], [3.1130, -1.6643, 2.9653], [1.8231, -1.6026, 1.1872], [3.2625, -2.0457, 0.5628], [0.5139, -4.0551, 7.0589], [1.0296, -4.2036, 5.3746], [-0.5896, -5.3586, 7.5236], [1.3901, -4.0988, 7.6975], [0.0056, -3.1034, 7.1892], [6.4228, -3.1596, 0.1218], [5.5676, -1.6205, 0.3290], [5.4627, -4.5158, 0.7148], [6.6223, -3.3036, -0.9275], [7.3528, -3.1193, 0.6771], [-3.5619, 2.1705, 5.3770], [-2.6658, 1.9222, 3.8708], [-4.1211, 0.6365, 6.0507], [-2.9116, 2.6564, 6.0972], [-4.4265, 2.7978, 5.1704], [1.2579, 0.7919, 3.2479], [2.9716, 0.4916, 2.9416], [0.3584, 0.8979, 1.7293], [0.8572, -0.0280, 3.8374], [1.1531, 1.7263, 3.7891], [1.1075, 0.5158, -2.2549], [0.8532, -0.7614, -1.0647], [2.6616, 1.3313, -2.0166], [1.0887, 0.0773, -3.2466], [0.3115, 1.2411, -2.1563], [-7.1768, 3.4846, 3.5979], [-7.3921, 2.2069, 4.8006], [-5.6387, 4.3248, 3.8203], [-7.1894, 3.0409, 2.6074], [-7.9848, 4.2018, 3.6966], [-4.6243, 2.0035, 0.3222], [-5.5290, 3.5160, 0.1486], [-5.0654, 1.1506, 1.8050], [-4.8449, 1.3647, -0.5239], [-3.5635, 2.2294, 0.3480], [2.5981, 4.1011, -4.5675], [1.1122, 5.0556, -4.6448], [3.0758, 3.5264, -6.1695], [3.3910, 4.7200, -4.1647], [2.4328, 3.2451, -3.9219], [9.5998, -3.2668, -2.0495], [8.7747, -1.7136, -1.8653], [8.6135, -4.6089, -1.4448], [9.8035, -3.4312, -3.1032], [10.5312, -3.2376, -1.4876], [-4.1734, -0.4367, -2.6720], [-3.7018, -1.1893, -4.1951], [-3.1881, 0.9893, -2.3160], [-5.2143, -0.1366, -2.7369], [-4.0427, -1.1559, -1.8695], [-0.0672, 7.9222, -2.8522], [-0.1490, 9.5532, -3.5322], [0.8129, 7.9006, -1.3185], [-1.0767, 7.5630, -2.6816], [0.4452, 7.2762, -3.5564], [-6.2970, -3.5861, -2.0729], [-4.6546, -3.8755, -2.6818], [-6.3529, -2.2019, -0.9701], [-6.9530, -3.3913, -2.9125], [-6.6323, -4.4692, -1.5382], [-2.0868, -2.6731, 9.9673], [-0.7194, -1.9567, 9.1034], [-1.9238, -2.4749, 11.7149], [-2.9991, -2.1845, 9.6414], [-2.1274, -3.7326, 9.7348], [3.3416, 6.7698, -7.7356], [2.4359, 8.1805, -7.1660], [5.0562, 7.1446, -7.9407], [3.2411, 5.9726, -7.0077], [2.9345, 6.4526, -8.6901], [-9.8472, -3.1123, -1.2968], [-9.2952, -3.2501, -2.9740], [-10.8830, -4.4692, -0.8442], [-8.9816, -3.0976, -0.6434], [-10.4083, -2.1902, -1.1898], [6.4119, 1.8314, -4.5212], [5.6392, 3.4032, -4.2758], [5.3344, 0.5050, -4.0724], [6.6753, 1.7303, -5.5689], [7.3049, 1.7820, -3.9072], [-1.5620, 2.2775, -5.6591], [-1.6727, 3.9015, -6.3463], [-0.6897, 2.2636, -4.1180], [-2.5664, 1.9017, -5.4894], [-1.0381, 1.6365, -6.3601], [3.0974, 10.9041, -2.2132], [4.7205, 10.5009, -2.7884], [3.1186, 12.3250, -1.1605], [2.4640, 11.1110, -3.0686], [2.7031, 10.0612, -1.6567], [12.8526, -4.7350, -2.1560], [14.4609, -5.1034, -2.7808], [12.8557, -3.2504, -1.1906], [12.1730, -4.6076, -2.9926], [12.5217, -5.5576, -1.5305], [1.0609, 10.2326, -10.1147], [-0.4287, 11.1824, -10.1819], [1.5426, 9.6703, -11.7204], [1.8536, 10.8513, -9.7077], [0.8992, 9.3712, -9.4760]], "forces_ev_per_a": [[0.052, -0.298, -0.134], [0.071, 1.086, 1.374], [0.336, -0.597, -0.749], [-0.600, -0.023, -0.058], [0.157, -0.212, 0.491], [-2.284, 2.844, -2.269], [1.762, -2.353, 1.312], [-0.193, -0.756, -0.108], [0.525, -4.447, 2.212], [-0.141, 3.611, -1.718], [-0.002, 1.055, -0.783], [-0.348, -0.112, -0.762], [0.146, -0.945, 0.412], [0.063, 0.249, -0.520], [-0.821, 0.227, -1.719], [0.783, 0.641, 1.235], [-0.238, 0.207, 0.016], [-0.121, -0.857, -0.216], [-0.255, -0.220, -0.119], [0.243, -0.109, -0.240], [0.017, 0.267, -0.004], [0.016, 0.278, 0.326], [0.090, -0.030, -0.381], [-0.092, -0.441, 0.218], [-0.088, -0.246, -0.240], [-0.216, 0.204, -0.098], [0.415, -0.232, 0.175], [0.321, 0.210, 0.085], [0.191, 0.258, 0.099], [0.007, 0.414, 0.244], [-0.030, 0.003, 0.368], [0.077, 0.103, -0.300], [0.056, -0.303, 0.256], [-0.170, -0.063, 0.373], [0.333, 0.257, 0.121], [-0.288, 0.352, 0.291], [-0.195, -0.201, 0.276], [0.369, 0.010, 0.127], [0.095, -0.678, 0.427], [0.078, -0.080, -0.037], [-0.318, -0.229, 0.064], [0.036, 0.060, -0.190], [0.034, 0.139, 0.092], [-0.044, 0.043, 0.142], [-0.015, -0.086, -0.065], [0.076, -0.375, -0.264], [-0.184, 0.053, 0.187], [0.235, 0.193, -0.037], [0.067, -0.034, 0.001], [-0.234, 0.130, -0.012], [-0.094, 0.070, 0.055], [-0.063, 0.200, 0.088], [0.294, 0.146, 0.206], [0.090, 0.130, 0.320], [0.060, -0.134, -0.038], [0.184, -0.303, 0.014], [-0.168, 0.028, 0.140], [0.110, 0.707, 0.064], [-0.095, 0.053, 0.203], [0.044, -0.060, -0.129], [0.068, 0.013, -0.105], [-0.109, -0.131, 0.091], [-0.031, -0.067, -0.442], [-0.068, 0.026, 0.036], [0.085, 0.003, 0.050], [0.085, -0.014, 0.195], [-0.163, -0.005, -0.137], [-0.017, -0.034, -0.036], [-0.152, 0.305, -0.206], [0.144, -0.046, 0.069], [0.081, -0.001, 0.124], [-0.078, -0.053, 0.138], [0.009, 0.044, -0.092], [-0.304, -0.018, -0.313], [-0.115, 0.119, 0.218], [-0.057, 0.033, 0.081], [-0.026, -0.006, 0.145], [0.173, 0.149, -0.030], [-0.292, -0.130, -0.183], [-0.084, 0.086, -0.091], [-0.048, -0.011, -0.097], [0.133, -0.008, 0.016], [0.056, 0.041, -0.046], [0.461, -0.339, -0.251], [-0.155, 0.018, 0.014], [-0.413, 0.048, -0.040], [-0.025, -0.093, 0.174], [0.100, 0.273, -0.267], [0.134, -0.084, -0.284], [0.075, 0.066, -0.092], [0.165, 0.074, -0.048], [-0.049, -0.083, -0.092], [-0.050, -0.010, -0.055], [-0.009, -0.093, 0.014], [0.026, 0.110, 0.075], [0.071, 0.146, 0.079], [0.279, -0.213, -0.204], [-0.203, -0.282, 0.294], [-0.229, -0.089, 0.150], [0.340, 0.063, 0.121], [0.069, 0.048, 0.035], [-0.188, -0.133, -0.007], [-0.151, 0.290, 0.288], [-0.051, -0.023, -0.015], [0.095, 0.087, 0.030], [0.135, 0.040, 0.013], [-0.010, -0.082, -0.024], [-0.100, -0.015, 0.022], [0.002, -0.073, -0.018], [0.029, 0.143, 0.004], [0.033, 0.119, 0.000], [-0.046, 0.038, 0.161], [-0.486, 0.114, -0.099], [0.015, 0.036, 0.040], [-0.004, -0.060, -0.069], [-0.030, -0.064, -0.102], [0.095, -0.118, -0.064], [0.545, -0.010, 0.250], [0.148, -0.030, -0.059], [-0.126, 0.048, 0.013], [-0.103, 0.025, 0.068], [-0.122, -0.068, -0.079], [-0.104, -0.063, -0.069], [-0.073, 0.044, -0.370], [0.043, 0.062, 0.113], [0.084, 0.087, 0.061], [-0.073, -0.045, -0.021], [-0.023, -0.068, -0.046], [-0.075, 0.000, 0.012], [0.089, 0.060, 0.013], [0.081, 0.047, 0.030], [-0.016, -0.146, -0.032], [-0.063, -0.035, -0.025], [0.250, 0.007, 0.082], [0.088, 0.074, -0.003], [0.083, 0.065, 0.047], [0.038, -0.027, 0.103], [0.003, 0.013, 0.074], [0.070, -0.046, 0.029], [-0.041, 0.033, -0.098], [-0.058, 0.012, -0.085]]}

***

# 2
{"formula": "C9H17N3", "method": "ωB97M-V/def2-TZVPD", "homo_energy_ev": [-17.4, -17.4], "orbital_gap_ha": [0.238, 0.238], "de_lowest_kj_mol": 270.99, "charge": 2, "symbols": ["C", "C", "C", "C", "C", "C", "C", "C", "C", "N", "N", "N", "H", "H", "H", "H", "H", "H", "H", "H", "H", "H", "H", "H", "H", "H", "H", "H", "H"], "coordinates": [[0.7146, -0.0171, -0.0344], [1.6875, -1.0127, -0.5591], [1.2384, 1.2435, 0.4200], [3.0636, -0.9212, -0.3573], [2.7615, 1.4874, 0.2329], [3.5928, 0.1312, 0.5802], [-1.4063, -1.1950, -0.0168], [-2.6593, -0.6349, -0.7322], [-3.3094, 0.5608, 0.1048], [-0.5295, -0.1660, 0.2361], [-1.3098, -2.3142, 0.4625], [-2.3517, 1.6433, 0.1779], [0.6804, 2.0512, -0.1308], [1.0086, 1.3805, 1.5325], [3.3142, -1.9570, -0.0493], [3.7759, -0.7938, -1.2742], [2.8155, 1.8539, -0.7811], [3.1882, 2.2424, 0.9369], [3.6166, -0.2156, 1.6728], [4.5906, 0.3029, 0.1849], [1.2559, -1.9805, -0.8852], [-3.3990, -1.4431, -0.8162], [-2.3005, -0.4472, -1.7919], [-4.3025, 0.8624, -0.2253], [-3.5732, 0.2489, 1.0861], [-2.0243, -2.9702, 0.2676], [-1.3579, 1.1627, 0.2123], [-2.5858, 2.2465, 0.9332], [-2.2092, 2.1936, -0.6789]], "forces_ev_per_a": [[0.161, -0.999, 0.489], [-2.316, -1.383, 0.154], [1.249, 3.384, 1.909], [1.709, -0.389, -0.238], [0.270, -1.219, 1.989], [-0.641, 1.946, -0.522], [-2.599, 1.142, -1.072], [-0.084, 0.121, -0.285], [-0.245, -1.882, -2.007], [1.500, -0.223, -0.753], [2.466, -1.788, 1.199], [1.598, 0.543, -1.455], [0.510, -0.484, 0.611], [0.001, -0.310, -1.445], [0.238, -0.207, -0.321], [-1.576, -0.774, 0.584], [1.098, -0.227, -0.419], [-0.827, -0.280, -0.750], [-0.225, 0.803, -1.578], [0.324, 0.195, 0.910], [0.216, 0.685, -0.424], [0.245, 0.260, 0.092], [-0.871, 0.586, 1.053], [0.306, 0.289, -0.872], [0.538, -0.570, 1.107], [-1.075, -0.601, -0.200], [-1.209, 0.362, 1.302], [0.245, 0.928, 0.851], [-1.005, 0.092, 0.091]]}